Entry 1:
{"formula": "C19H16F3N3O4", "method": "ωB97M-V/def2-TZVPD", "de_lowest_ev": 0.000, "total_charge": 0, "orbital_gap_ev": 9.06, "total_energy_ev": -40777.91710, "symbols": ["C", "C", "C", "C", "C", "C", "O", "C", "F", "F", "C", "C", "N", "C", "O", "N", "C", "C", "O", "N", "C", "C", "C", "C", "C", "F", "C", "C", "O", "H", "H", "H", "H", "H", "H", "H", "H", "H", "H", "H", "H", "H", "H", "H", "H"], "xyz": [[-0.20620, -3.66560, 2.09777], [0.02841, -2.78775, 0.86435], [-1.12563, -1.82262, 0.64067], [-1.86043, -1.83236, -0.53421], [-2.91213, -0.94932, -0.72337], [-3.22900, -0.04184, 0.27478], [-4.25595, 0.88206, 0.18284], [-5.21641, 0.70273, -0.74621], [-4.81707, 1.10047, -1.98222], [-6.25210, 1.48569, -0.42221], [-2.47917, -0.00343, 1.44549], [-1.43645, -0.88763, 1.62409], [0.34026, -3.57932, -0.30030], [1.55470, -3.31524, -0.83056], [2.09712, -3.83762, -1.76133], [2.10624, -2.27884, -0.04036], [3.42079, -1.73657, -0.30812], [3.37881, -0.29060, -0.84429], [3.80608, -0.00656, -1.93704], [2.84313, 0.57034, 0.05483], [2.59567, 1.93722, -0.09125], [3.01994, 2.68017, -1.18955], [2.74053, 4.03362, -1.25428], [2.04307, 4.67011, -0.24206], [1.62917, 3.91358, 0.83934], [0.94502, 4.51108, 1.83813], [1.89068, 2.56255, 0.93577], [1.30816, -1.96003, 1.00543], [1.55545, -1.15346, 1.87542], [-0.21540, -3.05125, 2.99276], [-1.15993, -4.18062, 2.01120], [0.59049, -4.40119, 2.18676], [-1.61549, -2.52221, -1.32648], [-3.44967, -0.96750, -1.65824], [-5.57892, -0.34016, -0.84028], [-2.72727, 0.72791, 2.19673], [-0.84696, -0.83785, 2.52521], [-0.22946, -4.34323, -0.62020], [3.87494, -2.37219, -1.07260], [4.01717, -1.76195, 0.60945], [2.51356, 0.17729, 0.93492], [3.56199, 2.19451, -1.98298], [3.07441, 4.60179, -2.10859], [1.81994, 5.72385, -0.27999], [1.54963, 2.00499, 1.79474]], "forces_ev_per_a": [[0.19, 0.14, -0.08], [-0.20, 0.01, 0.28], [0.00, -0.01, -0.17], [0.06, -0.02, 0.22], [-0.22, 0.17, -0.04], [0.06, -0.07, -0.03], [0.49, 0.08, 0.31], [-0.80, -0.79, -0.59], [0.32, 0.05, -0.06], [-0.08, 0.19, 0.28], [-0.18, 0.07, -0.15], [-0.14, 0.02, -0.06], [-0.39, -0.08, 0.11], [-0.02, -0.01, 0.00], [0.23, -0.14, -0.31], [0.16, 0.00, -0.14], [0.30, 0.12, -0.21], [0.01, -0.50, 0.26], [0.12, 0.03, -0.27], [-0.18, 0.09, 0.45], [-0.01, 0.45, -0.21], [0.14, -0.18, -0.19], [-0.10, -0.02, 0.20], [-0.11, 0.07, 0.15], [0.11, -0.09, -0.14], [0.05, -0.05, -0.07], [-0.04, 0.15, 0.01], [-0.08, -0.23, -0.04], [0.02, 0.01, 0.29], [-0.06, 0.04, 0.10], [-0.08, -0.03, -0.02], [0.06, -0.05, 0.04], [0.03, -0.04, -0.07], [-0.06, 0.05, -0.07], [0.30, 0.35, 0.16], [-0.03, 0.10, 0.12], [0.04, 0.01, 0.11], [0.13, -0.01, -0.07], [-0.05, 0.17, 0.15], [-0.06, -0.05, -0.07], [0.13, -0.08, -0.24], [0.01, -0.01, -0.01], [0.03, 0.05, -0.08], [-0.04, 0.11, 0.02], [-0.06, -0.04, 0.12]]}

=====

Entry 2:
{"formula": "C19H16F3O3Pd", "method": "ωB97M-V/def2-TZVPD", "s_squared": 2.006, "total_charge": 1, "orbital_gap_ev": [5.71, 3.52], "spin_multiplicity": 3, "total_energy_ev": -37725.75021, "symbols": ["Pd", "O", "C", "O", "O", "H", "F", "C", "C", "C", "C", "C", "C", "H", "H", "H", "H", "H", "F", "C", "C", "C", "C", "C", "C", "H", "H", "H", "H", "H", "F", "C", "C", "C", "C", "C", "C", "H", "H", "H", "H", "H"], "xyz": [[5.25374, -0.16891, 0.80257], [1.29218, -0.84520, 0.22053], [1.81726, 0.04911, 1.02007], [3.05607, 0.22523, 1.11850], [1.07291, 0.67392, 1.79731], [0.36335, -0.63126, 0.33501], [-1.24179, -0.32797, 0.62913], [-2.14624, 0.52796, 0.19141], [-3.49875, 0.13045, 0.12468], [-4.47720, 1.08600, -0.15450], [-4.08821, 2.38375, -0.59184], [-2.72688, 2.68237, -0.63714], [-1.72553, 1.81441, -0.18709], [-3.68859, -0.88994, 0.42329], [-5.51753, 0.79779, -0.18667], [-4.81281, 3.15410, -0.81072], [-2.45874, 3.69085, -0.91549], [-0.68286, 2.05755, -0.04524], [-0.25635, 4.45041, -4.23443], [0.48730, 3.37596, -3.98509], [0.17096, 2.44174, -2.94807], [0.98843, 1.34270, -2.80229], [2.06482, 1.17773, -3.68247], [2.36767, 2.05464, -4.67816], [1.59626, 3.19720, -4.85649], [-0.65381, 2.56674, -2.26211], [0.82021, 0.65616, -1.98574], [2.68710, 0.31185, -3.51095], [3.10709, 1.78715, -5.41850], [1.74401, 3.86969, -5.68855], [2.00049, -1.23514, 4.00961], [1.41784, -2.44111, 3.77955], [0.13168, -2.44375, 3.30069], [-0.60136, -3.66872, 3.20166], [0.04845, -4.88060, 3.44548], [1.38281, -4.84758, 3.84768], [2.07673, -3.64017, 3.93778], [-0.28349, -1.46951, 3.08884], [-1.55681, -3.71205, 2.70001], [-0.48637, -5.81533, 3.36396], [1.81228, -5.79162, 4.14892], [3.14373, -3.69676, 4.09494]], "forces_ev_per_a": [[-0.88, 0.12, 0.12], [0.86, 1.04, 0.43], [3.91, -2.16, -1.11], [-0.85, 0.16, -0.14], [-1.13, 1.56, 1.34], [-1.68, -0.78, -0.65], [1.18, -1.57, 0.76], [-2.48, 2.71, -1.44], [1.22, 0.58, 0.69], [0.77, 0.56, -1.15], [0.57, -1.51, 0.80], [-0.03, 0.55, 0.51], [-1.21, -1.56, 0.44], [-0.43, -0.04, -0.06], [-0.05, 0.00, 0.22], [-0.06, -0.13, -0.16], [0.18, 0.08, -0.12], [0.03, 0.36, -0.25], [-0.57, 0.20, 0.46], [1.38, -1.34, -0.28], [0.21, 1.40, -1.05], [0.66, 0.65, -0.62], [-0.06, -1.30, 1.58], [-0.38, 0.55, -0.93], [-1.45, -0.43, 1.15], [-0.11, 0.34, -0.37], [-0.06, -0.21, -0.11], [0.12, -0.18, -0.26], [0.33, 0.19, 0.14], [0.01, 0.14, 0.11], [0.31, -0.46, -0.27], [-0.41, -0.47, -0.50], [-1.29, -0.81, 0.38], [1.49, 0.63, -1.09], [0.00, 1.03, 0.54], [-0.70, 0.16, -0.08], [0.75, -0.71, 0.39], [-0.48, -0.04, -0.01], [-0.30, 0.35, 0.38], [0.01, -0.03, -0.01], [0.55, 0.09, -0.27], [0.07, 0.28, 0.49]]}

=====

Entry 3:
{"formula": "C19H16F6N4O4RuS6Sb", "method": "ωB97M-V/def2-TZVPD", "s_squared": 6.035, "de_lowest_ev": 0.000, "total_charge": -1, "orbital_gap_ev": [7.27, 5.70], "spin_multiplicity": 5, "total_energy_ev": -124551.31254, "symbols": ["Ru", "S", "Sb", "S", "S", "S", "F", "C", "F", "F", "S", "O", "O", "N", "S", "O", "O", "C", "F", "F", "F", "C", "N", "C", "C", "N", "C", "H", "H", "H", "H", "H", "H", "N", "C", "C", "C", "C", "C", "C", "C", "C", "C", "C", "C", "C", "C", "H", "H", "H", "H", "H", "H", "H", "H", "H", "H"], "xyz": [[-0.25515, -0.04323, 0.24150], [2.23567, -2.55352, 3.24121], [1.88562, -0.35769, 2.86688], [-0.49685, 0.03754, 2.48863], [2.00219, 0.05267, 0.45798], [2.85358, 1.23554, 4.10428], [0.23104, 0.60238, -5.19823], [-0.59245, 1.05461, -4.24489], [-1.63391, 0.22273, -4.17058], [-1.03545, 2.25428, -4.61085], [0.30858, 1.15601, -2.62238], [0.21644, -0.20529, -2.11877], [1.59835, 1.67621, -2.93054], [-0.63854, 2.06352, -1.79566], [-0.25287, 3.50019, -1.21931], [0.13542, 4.43710, -2.22492], [0.46530, 3.42287, 0.00696], [-1.98077, 3.97088, -0.74682], [-2.47920, 3.14170, 0.17136], [-1.97221, 5.20564, -0.23936], [-2.79579, 3.96539, -1.80795], [0.82010, -5.33963, -1.68424], [0.31033, -4.34351, -0.76778], [-0.15031, -4.56240, 0.50859], [-0.44643, -3.33766, 1.02141], [-0.18033, -2.38418, 0.07756], [0.27611, -3.01443, -0.97982], [0.48556, -6.32175, -1.35849], [1.90970, -5.32531, -1.70394], [0.43750, -5.15497, -2.68666], [-0.18458, -5.54666, 0.93886], [-0.76139, -3.07588, 2.01579], [0.59469, -2.54475, -1.89577], [-2.18224, -0.14720, -0.03874], [-3.43159, -0.15847, 0.05486], [-4.29747, -0.06770, -1.16013], [-3.94011, 0.77280, -2.20694], [-4.74446, 0.85594, -3.33297], [-5.89562, 0.08758, -3.42565], [-6.24784, -0.76296, -2.38617], [-5.45738, -0.83381, -1.25138], [-4.11387, -0.26708, 1.37834], [-5.23829, 0.50797, 1.64907], [-5.84056, 0.44288, 2.89440], [-5.33541, -0.40824, 3.86748], [-4.22262, -1.19097, 3.59591], [-3.60971, -1.11741, 2.35581], [-3.03178, 1.35148, -2.13058], [-4.46394, 1.51878, -4.14118], [-6.51964, 0.14971, -4.30838], [-7.14257, -1.36811, -2.45804], [-5.73587, -1.48410, -0.43176], [-5.62868, 1.17162, 0.88818], [-6.70355, 1.06059, 3.10745], [-5.80769, -0.45772, 4.84021], [-3.82096, -1.85010, 4.35420], [-2.73440, -1.71116, 2.13429]], "forces_ev_per_a": [[0.17, -0.53, 0.17], [-0.07, 0.02, -0.06], [0.17, 0.01, 0.21], [0.05, 0.10, -0.27], [-0.17, 0.10, -0.02], [-0.04, 0.02, -0.05], [-0.03, -0.01, 0.12], [0.16, -0.12, -0.11], [0.01, 0.04, 0.04], [0.02, 0.03, 0.03], [0.00, 0.32, -0.58], [-0.15, -0.20, 0.26], [0.12, 0.02, -0.05], [-0.10, -0.38, 0.45], [-0.33, 0.32, -0.14], [0.03, 0.11, -0.12], [0.14, -0.02, 0.24], [0.01, 0.06, 0.03], [0.02, -0.01, -0.06], [0.06, -0.05, -0.02], [0.05, -0.04, 0.01], [0.04, -0.05, -0.04], [-0.05, 0.06, 0.01], [0.00, 0.01, 0.08], [0.03, -0.06, 0.05], [-0.02, 0.18, -0.21], [0.03, -0.03, -0.03], [-0.01, 0.01, -0.01], [-0.01, -0.01, 0.00], [0.02, 0.00, 0.01], [-0.01, -0.02, 0.01], [-0.02, 0.01, 0.01], [-0.01, 0.00, 0.00], [-0.10, 0.17, 0.02], [0.00, -0.07, -0.03], [0.00, 0.02, -0.02], [-0.01, -0.07, -0.02], [0.02, 0.01, -0.02], [-0.01, 0.01, -0.03], [-0.03, -0.01, -0.01], [0.01, 0.03, 0.03], [0.00, -0.03, 0.09], [0.03, 0.01, -0.01], [-0.03, 0.02, 0.02], [0.00, -0.01, 0.03], [-0.01, -0.01, 0.02], [-0.02, -0.01, -0.05], [0.05, 0.06, 0.03], [0.00, 0.01, -0.01], [0.00, 0.00, 0.00], [0.00, 0.00, 0.00], [0.00, -0.01, 0.00], [0.00, 0.01, -0.01], [0.00, 0.00, 0.00], [0.00, 0.00, 0.01], [0.00, 0.00, 0.01], [0.00, -0.01, 0.00]]}

=====

Entry 4:
{"formula": "C19H16FeNO4Si", "method": "ωB97M-V/def2-TZVPD", "s_squared": 8.766, "total_charge": 2, "orbital_gap_ev": [6.27, 5.86], "spin_multiplicity": 6, "total_energy_ev": -71891.87807, "symbols": ["Fe", "O", "C", "O", "C", "C", "C", "C", "C", "N", "C", "O", "O", "H", "H", "H", "H", "H", "C", "C", "C", "C", "C", "C", "Si", "C", "C", "C", "C", "C", "C", "H", "H", "H", "H", "H", "H", "H", "H", "H", "H", "H"], "xyz": [[1.32293, 1.15573, -0.89215], [3.69225, -1.71516, -3.00644], [2.78522, -0.93369, -2.52171], [2.94504, -0.18978, -1.55829], [1.46595, -0.95102, -3.20332], [1.13661, -1.65788, -4.34817], [-0.12474, -1.45872, -4.89384], [-1.00475, -0.58063, -4.27403], [-0.59661, 0.05820, -3.11269], [0.61552, -0.13075, -2.59898], [-1.34485, 1.04567, -2.28706], [-2.61606, 1.26452, -2.42981], [-0.72941, 1.64261, -1.41423], [4.54541, -1.64204, -2.54176], [1.85263, -2.33134, -4.79958], [-0.41460, -1.97481, -5.79923], [-1.97614, -0.39425, -4.71482], [-3.03792, 0.75230, -3.13592], [-1.57626, 4.10886, 2.91682], [-0.20792, 4.08305, 3.14841], [0.55791, 3.03934, 2.65621], [-0.05687, 1.99806, 1.94514], [-1.43367, 2.04592, 1.69696], [-2.18958, 3.09458, 2.18793], [1.01544, 0.52955, 1.48244], [0.38675, -1.17596, 1.89327], [1.22421, -2.00298, 2.65026], [0.76147, -3.22806, 3.10305], [-0.52528, -3.64352, 2.79136], [-1.35424, -2.83931, 2.01782], [-0.90129, -1.61226, 1.56578], [-2.17267, 4.92134, 3.31048], [0.26791, 4.87053, 3.71711], [1.62340, 3.02330, 2.85347], [-1.92692, 1.26117, 1.13921], [-3.25583, 3.11849, 2.00782], [2.41786, 0.73453, 1.93164], [2.22775, -1.68269, 2.90442], [1.40710, -3.85290, 3.70553], [-0.88709, -4.59586, 3.15520], [-2.35742, -3.16616, 1.77824], [-1.56125, -0.98799, 0.97349]], "forces_ev_per_a": [[-0.70, -1.02, -1.03], [0.03, -0.23, -0.23], [0.12, 0.14, 0.37], [0.14, 0.50, 0.17], [-0.29, 0.03, -0.12], [0.09, -0.08, 0.01], [0.05, -0.03, 0.04], [-0.14, 0.07, 0.07], [0.30, -0.30, -0.20], [0.15, 0.27, -0.23], [-0.08, 0.14, 0.24], [-0.12, 0.03, -0.15], [0.35, 0.35, 0.23], [-0.04, 0.05, 0.08], [-0.01, 0.03, -0.03], [-0.01, 0.01, 0.00], [-0.01, -0.03, 0.02], [-0.01, -0.01, 0.02], [-0.02, 0.05, 0.04], [0.13, -0.01, 0.05], [-0.02, 0.19, -0.04], [0.57, -0.59, -0.37], [-0.21, 0.17, 0.05], [0.02, -0.17, -0.08], [-0.47, 0.03, 1.59], [0.30, 0.53, -0.47], [0.01, -0.02, -0.06], [0.06, -0.02, 0.05], [0.02, 0.00, 0.01], [-0.07, 0.05, -0.05], [-0.04, -0.06, 0.01], [0.01, 0.02, -0.03], [-0.04, 0.01, 0.01], [0.00, -0.01, -0.03], [0.01, -0.03, -0.01], [0.00, 0.03, 0.03], [-0.07, -0.04, -0.02], [0.00, -0.01, 0.01], [-0.03, -0.01, 0.00], [0.01, 0.00, -0.01], [0.01, -0.01, 0.01], [-0.01, -0.01, 0.03]]}

=====

Entry 5:
{"formula": "C19H16N4O6", "method": "ωB97M-V/def2-TZVPD", "de_lowest_ev": 4.177, "total_charge": 0, "orbital_gap_ev": 7.75, "total_energy_ev": -38202.52329, "symbols": ["C", "O", "C", "C", "C", "C", "C", "C", "O", "O", "C", "C", "C", "O", "C", "C", "C", "N", "C", "C", "C", "C", "C", "C", "N", "O", "O", "N", "N", "H", "H", "H", "H", "H", "H", "H", "H", "H", "H", "H", "H", "H", "H", "H", "H"], "xyz": [[-4.59950, -0.98445, 2.68650], [-3.43572, -1.36290, 1.93194], [-2.29262, -0.57864, 2.08899], [-2.11181, 0.36484, 3.11890], [-0.91910, 1.07170, 3.28001], [-0.81974, 1.96728, 4.47888], [0.22722, 2.84960, 4.71837], [0.24908, 3.80174, 5.78727], [-0.75708, 3.98810, 6.46824], [1.39828, 4.47303, 5.97307], [0.03605, 0.92596, 2.26141], [-0.12142, -0.00233, 1.21207], [-1.25326, -0.77614, 1.14598], [-1.29235, -1.85120, 0.28014], [-2.03423, -1.55476, -0.92325], [-1.20395, -1.17970, -2.10882], [0.12810, -1.36305, -2.29537], [0.42723, -0.86594, -3.54140], [1.68349, -0.97392, -4.15736], [1.77516, -1.27669, -5.54182], [3.02922, -1.34487, -6.19255], [4.22148, -1.24666, -5.44719], [4.13430, -0.86099, -4.10983], [2.89102, -0.71786, -3.45826], [2.94924, -0.31629, -2.13468], [3.55252, -1.01959, -1.36213], [2.39936, 0.71976, -1.78588], [-0.72778, -0.42028, -4.10890], [-1.68408, -0.53701, -3.23425], [-5.42982, -1.63719, 2.42736], [-4.44424, -1.09312, 3.75443], [-4.88630, 0.04400, 2.44417], [-2.88353, 0.49106, 3.85944], [-1.68423, 1.98696, 5.15297], [1.07048, 2.83185, 4.06435], [1.19769, 5.07920, 6.70322], [0.94524, 1.48579, 2.30234], [0.67774, -0.06453, 0.51246], [-2.74710, -0.75099, -0.78181], [-2.60022, -2.47681, -1.17059], [0.78195, -1.82177, -1.59231], [0.81635, -1.39160, -5.99682], [3.08326, -1.63398, -7.23219], [5.19494, -1.31461, -5.90906], [5.05868, -0.66302, -3.56806]], "forces_ev_per_a": [[0.34, 0.21, -0.30], [0.49, 0.64, 0.28], [-0.50, 0.05, 0.08], [-0.27, -1.00, -0.43], [0.02, 0.27, -0.20], [1.76, 1.69, -0.31], [-1.50, -2.64, -1.56], [-2.30, 0.17, 1.41], [1.36, 0.33, -0.17], [-0.26, -0.06, 0.00], [-0.35, -0.45, 0.20], [-0.16, 1.33, 1.61], [-0.27, -0.62, 0.60], [-0.51, 0.84, -0.95], [-0.60, -0.88, -0.30], [0.84, 0.67, -0.54], [-0.37, 0.12, -0.11], [-0.99, -0.97, 1.67], [1.45, 0.65, -1.23], [1.07, 0.57, 1.30], [-0.40, -0.80, 1.13], [-1.31, 0.98, 0.20], [-0.30, -0.35, -0.02], [0.12, -1.04, -3.81], [-0.66, 1.52, 2.96], [0.65, -0.79, 0.37], [-0.16, -0.10, -0.63], [0.03, 0.43, 0.42], [0.67, -0.72, -0.33], [0.28, -0.17, -0.33], [0.19, 0.08, 0.23], [0.07, -0.04, 0.13], [-0.18, -0.01, 0.08], [0.38, -0.03, -0.21], [0.48, 0.00, -0.37], [0.17, 0.05, 0.00], [0.43, 0.26, -0.01], [0.34, -0.37, -0.58], [-0.26, 0.07, 0.35], [0.23, 0.50, 0.21], [0.74, -0.17, -0.01], [-0.22, -0.20, -0.73], [-0.13, 0.19, -0.09], [-0.04, -0.14, -0.10], [-0.37, -0.09, 0.11]]}